# CH14N2O4

A 5-piece molecular cluster, CH14N2O4 overall at a distorted geometry (ωB97M-V with the def2-TZVPD basis set, OMol25).

Each line ends with the natural charge from an NBO analysis.
Positions of all 21 atoms, in Å:
N -1.24260 2.28402 -0.32427  -0.9117
C -0.98041 1.18810 -1.20002  -0.2434
N 0.46166 0.66325 -1.19160  -0.9329
H -1.93847 1.92150 0.41666  0.3729
H -1.70804 3.12059 -0.78634  0.3499
H -1.11771 1.47225 -2.25939  0.1531
H -1.57718 0.27670 -1.01466  0.1566
H 0.71032 0.75656 -0.15180  0.3854
H 0.96906 1.45144 -1.65468  0.3381
H 1.71276 -3.61599 0.53941  0.4326
H 0.57416 -2.96436 0.30722  0.4786
O 1.10143 -3.03020 1.04317  -1.0099
H -0.63552 -2.02047 -2.05738  0.4587
H 0.41166 -1.17807 -1.14778  0.5026
O 0.16349 -2.00442 -1.47768  -1.0474
H 1.90433 -0.91648 1.55525  0.4730
H 2.83331 0.11027 1.10702  0.3638
O 1.90045 -0.06528 1.28409  -1.2422
H -1.04862 0.38514 1.70801  0.4648
H -0.95519 1.43438 2.82009  0.4566
O -1.53893 0.73108 2.48466  -0.9991

Multiplicity   2
Largest force on an atom   5.0 eV Å⁻¹
Frontier orbital gap (spin up / spin down)   2.51 / 9.94 eV
DFT total energy   -12432.529 eV
Charge   -1


# CH14O5

CH14O5 as an isolated structure at a distorted geometry (ωB97M-V with the def2-TZVPD basis set, OMol25).

Each line ends with the natural charge from an NBO analysis.
Positions of all 20 atoms, in Å:
C 2.14973 0.49285 1.82314  -0.8567
H 2.90468 -0.00008 2.41700  0.2072
H 1.96854 1.48460 2.22517  0.2061
H 2.46574 0.49872 0.77891  0.2127
H 1.23493 -0.10038 1.78321  0.2287
H -2.31402 0.81552 1.94626  0.4776
H -1.86838 -0.29970 0.97041  0.5074
O -2.25760 0.58096 1.02001  -0.9905
H 1.86139 -1.77900 -0.86277  0.4796
H 0.69461 -0.86891 -1.25592  0.5163
O 0.97765 -1.53315 -0.60817  -0.9872
H -1.45257 0.99432 -1.12985  0.5091
H -0.98227 2.23087 -0.48522  0.5002
O -0.82134 1.71009 -1.28070  -0.9159
H 0.21268 1.52706 -2.01944  0.4723
H 1.62550 1.29737 -2.48083  0.4533
O 0.77583 0.85038 -2.42162  -1.0081
H -0.22947 -2.27565 0.50584  0.5114
H -1.05191 -2.94552 1.66635  0.4753
O -0.95752 -2.15029 1.13767  -0.9987

Multiplicity   1
Largest force on an atom   5.1 eV Å⁻¹
Frontier orbital gap   11.06 eV
DFT total energy   -11501.296 eV